Entry from the OMol25 dataset: 13 unconnected molecules or ions with the total composition C45H90O27 at a distorted geometry (wB97M-V/def2-TZVPD).

ΔE to the lowest compared entry with this formula, charge and spin   64.7 kcal/mol
Kohn-Sham gap   10.1 eV
Maximum force   4.16 eV/Å
HOMO   -9.49 eV
Total energy   -3799.91621 a.u.

Geometry as XYZ:
```
162
Properties=species:S:1:pos:R:3:forces:R:3:lowdin_charge:R:1
O -5.0507 0.7441 -2.2929 0.29 0.64 0.24 0.13
O 4.4023 -2.4108 3.8502 -0.48 0.94 0.24 -0.01
O -2.5397 -1.5805 -2.9562 -0.05 -0.83 -0.63 0.00
O -0.8981 -2.5088 -5.7949 0.37 -0.93 0.76 -0.02
O -5.6939 -1.2662 -1.5702 -0.69 -1.79 0.66 0.01
O 2.1087 -3.6297 4.9229 -0.40 -0.07 0.36 0.00
O -1.7022 -4.3969 -4.9999 0.88 -0.57 0.62 0.13
O -0.3007 2.8851 -6.6618 0.02 -0.12 0.58 -0.19
O 4.0646 1.2616 -1.2874 -1.14 0.85 -1.41 -0.15
O -1.5821 -5.3103 0.8990 -0.70 -0.48 0.26 -0.18
O 0.0662 1.4848 6.9152 0.65 -0.73 0.00 -0.01
O 6.3129 -1.7678 2.9531 -0.78 -0.38 1.08 -0.06
O 1.9046 4.4006 -0.3237 -0.54 0.13 0.22 -0.16
O -5.9057 -0.8360 -3.6422 -0.41 -0.39 0.86 0.02
O 0.4434 0.3360 3.9408 -0.62 -2.91 0.33 0.16
O 0.9608 -2.0898 -1.0700 0.24 0.06 -0.42 -0.14
O -2.1652 1.2091 7.0257 -0.37 0.38 -0.26 0.14
O 0.4098 -3.6712 -4.3696 -1.83 -0.18 -0.36 -0.01
O 1.4272 -5.1099 3.3833 -0.64 1.57 1.75 0.09
O -0.0311 -3.6705 4.4236 0.42 -0.37 0.20 -0.03
O -1.1122 3.0902 6.2836 -1.96 1.21 -0.99 0.03
O -1.8662 0.0739 -1.5549 -0.28 -0.56 -0.30 0.12
O 1.9659 2.0016 4.0835 -0.32 -1.07 -0.02 -0.04
O 5.5895 -0.9057 4.9850 0.34 -0.61 -0.73 0.13
O 0.0389 2.2944 3.0246 -0.10 1.02 -0.84 -0.01
O -2.5757 4.1967 1.4478 0.07 0.84 0.64 -0.17
O -2.5042 0.4218 -3.6841 -0.59 0.38 -0.33 0.01
C -5.7110 -0.9591 -0.1850 0.47 -1.45 0.51 -0.03
C 0.5368 3.6656 2.7423 -0.56 -0.07 1.35 0.00
C -2.3774 -2.6199 -1.9525 0.45 0.69 -0.56 0.02
C -2.2707 -0.3157 -2.6314 0.30 -1.68 1.56 -0.65
C 1.3629 5.7057 -0.0925 -0.65 -0.78 -1.94 -0.17
C 1.4659 -0.3460 0.4415 1.16 -0.26 0.58 -0.14
C 0.8402 3.5665 -0.7646 -0.87 -0.10 -0.31 -0.22
C 1.6528 -2.6279 5.8547 1.63 -0.17 0.98 -0.03
C -1.7338 -7.4902 -0.0195 0.82 0.66 -1.00 -0.14
C 0.1948 0.1395 7.3601 0.28 -0.72 0.49 -0.06
C -2.4171 3.5534 5.8303 0.19 -0.16 -0.75 -0.01
C -2.3376 1.7744 -3.3302 -0.22 1.66 -0.06 -0.05
C 5.0057 2.3966 0.4870 0.62 1.66 -1.55 -0.12
C 4.0366 -2.9631 2.5860 0.88 -1.09 -0.79 -0.02
C -1.0505 -6.6415 1.0770 -2.28 0.27 -0.56 -0.19
C -0.7777 -3.6337 -5.0113 -0.69 1.83 -1.15 -0.57
C 0.8074 1.4100 3.6629 1.07 3.99 0.47 -0.63
C -5.7593 0.0731 -4.6921 0.90 -0.76 -2.30 -0.05
C 0.5063 -1.3137 1.0813 0.48 -0.90 0.40 -0.15
C -4.5457 4.2044 0.2012 -0.77 -2.15 0.67 -0.17
C 1.9428 -1.1115 -0.7960 0.62 0.51 -0.21 -0.19
C 0.5004 -4.6396 -3.3309 0.89 0.26 2.05 -0.04
C 0.8912 2.2414 -6.1940 0.56 0.76 -1.96 -0.19
C 7.6518 -1.3314 3.1143 0.71 0.07 -1.29 -0.06
C -2.9626 2.8394 1.3541 -0.07 -0.50 0.53 -0.20
C 0.1104 5.8075 -1.0117 0.80 -0.56 -2.37 -0.11
C -2.9318 -6.5990 -0.5750 0.43 -0.20 0.35 -0.12
C -3.4233 5.0191 0.6436 1.34 1.00 0.33 -0.23
C -0.2792 -1.2914 -5.3331 -0.36 -1.44 0.78 -0.03
C -0.2735 2.9723 -8.1012 -1.18 -0.72 1.26 -0.18
C -5.4815 -0.3591 -2.4792 -0.62 0.53 -0.12 -0.64
C -3.9001 2.7900 0.1497 0.22 0.33 -0.35 -0.14
C 4.4960 2.4816 -1.8946 0.14 0.17 -1.48 -0.20
C -1.0001 -3.9806 3.4277 0.40 2.36 -1.12 -0.01
C 0.5340 -2.5597 0.1851 1.27 1.14 0.93 -0.20
C 1.1659 -4.2334 4.2159 0.42 -0.73 -2.01 -0.58
C -1.2078 1.8805 6.7543 1.53 -1.47 0.81 -0.65
C -2.9340 -5.4340 0.4658 -0.41 -1.12 0.41 -0.21
C 1.3854 1.4159 -7.4444 0.67 -0.66 0.83 -0.15
C 5.4583 -1.6250 4.0265 0.44 -0.03 -0.96 -0.57
C 2.8639 1.0961 4.7566 0.35 0.20 0.72 -0.02
C 4.8990 1.0951 -0.2169 0.41 -3.16 1.73 -0.29
C 0.2531 1.5949 -8.4906 1.03 0.27 1.04 -0.16
C -0.0619 4.3831 -1.7299 3.07 0.70 1.66 -0.10
C 4.9878 3.3983 -0.8037 1.08 -0.41 2.19 -0.13
H -3.1190 -2.3749 -1.2225 -0.46 -0.49 0.73 0.08
H -1.5017 1.7927 -2.6590 0.56 0.66 0.08 0.07
H 2.1212 -0.4749 -1.6557 -0.32 0.01 -0.24 0.11
H 6.0057 3.7371 -0.9776 0.16 -0.06 -0.20 0.10
H 5.3215 2.1901 -2.6060 -0.66 0.53 0.49 0.13
H 3.7265 1.7263 5.0688 -0.68 -0.57 -0.16 0.11
H -1.0085 -7.6532 -0.8437 -0.47 -0.11 0.42 0.11
H -3.2805 2.6519 -0.7682 -0.76 0.07 0.55 0.10
H -0.2644 -0.5816 6.6532 0.07 0.55 0.62 0.11
H -4.6893 0.2771 -4.7674 -0.23 0.75 -0.05 0.09
H 3.1932 0.3559 4.0369 0.16 -0.23 0.01 0.08
H 1.0447 5.8064 0.9187 -0.07 0.17 0.98 0.09
H 3.9868 -2.2964 1.7131 0.67 0.43 0.55 0.09
H -0.3035 -1.2955 -4.2229 0.37 0.36 -0.80 0.11
H -1.9537 -8.4528 0.4275 -0.60 -0.16 -0.33 0.10
H 1.4389 -1.6682 5.4203 -0.73 0.04 -0.73 0.06
H -2.6488 -6.1193 -1.5691 -0.38 -0.95 1.14 0.11
H 8.1388 -1.5308 2.1216 -0.59 0.48 0.75 0.10
H -4.9334 4.4664 -0.7364 -0.49 0.52 -1.44 0.10
H 4.3917 0.2693 0.4238 1.17 1.17 -0.87 0.13
H 2.1105 6.4263 -0.3546 0.52 0.40 0.08 0.11
H 0.4148 4.2439 -2.7244 -0.85 0.81 0.35 0.12
H 3.6898 2.9946 -2.4570 0.18 -0.82 0.18 0.12
H -0.4456 0.8189 -8.2637 -0.91 -0.28 -0.12 0.10
H 1.3151 2.7140 -1.2038 0.22 -0.60 -0.39 0.10
H 2.3688 1.7817 -7.8114 -0.64 -0.16 0.20 0.11
H -3.0084 3.9049 6.6583 -0.23 -0.13 0.37 0.09
H -3.1919 2.2497 -2.8018 0.20 -0.86 -0.41 0.09
H -5.9695 -0.5340 -5.5999 -0.23 0.56 0.52 0.11
H -3.8297 5.8629 1.1895 0.56 0.43 0.37 0.12
H 0.9820 0.5900 0.2402 -0.08 0.51 -0.37 0.10
H 1.1930 -3.3100 0.6186 0.30 -0.34 -0.20 0.12
H -4.7226 -0.6945 0.1224 0.70 0.45 0.30 0.08
H -0.7038 6.0255 -0.3721 -1.16 0.18 0.25 0.06
H -0.8696 -4.9837 3.1335 -0.34 -0.99 -0.34 0.05
H 1.5637 -4.8874 -3.3846 -0.35 -0.70 0.26 0.10
H 0.7087 1.5925 -5.3486 -0.34 0.11 0.30 0.10
H -2.9483 2.7831 5.2345 0.40 0.27 0.66 0.11
H -0.1595 0.0808 8.3796 -1.00 -0.29 0.08 0.09
H 5.9354 0.7288 -0.5593 -1.17 0.37 0.47 0.14
H -0.8956 -0.5412 -5.7488 -0.65 1.03 -0.15 0.08
H 2.9089 -1.5988 -0.6137 0.02 -0.13 0.23 0.11
H -0.0360 -6.4740 1.0164 2.39 -0.13 -0.48 0.09
H -5.9725 -1.9039 0.3725 0.08 0.95 -0.87 0.12
H 0.8850 -3.0440 6.4946 -0.28 0.26 -0.06 0.10
H -6.4082 0.9513 -4.6579 0.21 -0.13 0.32 0.11
H 4.7305 -3.8215 2.3593 -0.92 0.80 0.09 0.12
H -5.4107 4.2477 0.9134 0.82 -0.21 -0.36 0.13
H -1.0627 4.0726 -1.6396 -1.23 -0.54 -0.40 0.07
H -2.2258 4.3748 5.1664 0.26 0.44 -0.21 0.08
H 0.7758 -1.4700 2.1153 0.13 -0.48 0.30 0.09
H -0.7986 -3.2774 2.5445 -0.34 -1.20 1.07 0.11
H 2.3001 -0.1691 1.1582 -0.34 0.15 -0.64 0.10
H 1.2340 -0.1517 7.5545 0.20 0.65 -0.89 0.09
H -4.7037 2.0663 0.2029 0.30 -0.55 -0.10 0.09
H 8.2348 -1.9766 3.7963 -0.57 0.69 0.29 0.10
H 0.1425 6.5239 -1.8714 0.26 -0.04 1.19 0.12
H 0.3480 -4.1744 -2.3154 0.17 0.07 -1.12 0.09
H 1.5927 3.0647 -5.9394 -0.04 -0.72 0.13 0.12
H -1.3901 -2.5119 -1.5304 0.22 0.00 0.16 0.06
H -1.9555 -3.6971 3.8469 -0.23 -0.35 0.07 0.10
H 2.4190 0.5612 5.6463 0.25 0.86 -1.03 0.09
H -3.9079 -7.1644 -0.6830 1.17 0.78 0.17 0.12
H 2.5344 -2.4119 6.4665 -0.02 -0.34 0.02 0.10
H 4.1404 2.6523 1.0678 -0.35 -0.17 0.55 0.09
H 5.9367 2.4208 1.0541 -0.20 0.41 0.15 0.11
H 1.0912 4.0033 3.6332 -0.24 -0.03 -0.50 0.10
H -6.3989 -0.1845 0.0693 -0.56 0.59 -0.05 0.09
H -0.3330 4.3516 2.5770 0.49 -1.10 0.07 0.10
H -1.9840 2.2929 1.2922 -1.25 -0.08 0.01 0.12
H -2.1684 2.3209 -4.2408 0.24 0.17 -0.39 0.10
H 1.1814 3.6625 1.8810 0.26 -0.16 -0.27 0.06
H -0.4658 -0.9360 1.1205 -1.66 0.78 -0.12 0.09
H 0.6319 1.4503 -9.4840 0.04 0.21 -0.59 0.10
H 4.4127 4.3055 -0.5913 -0.27 -0.53 -0.22 0.09
H -2.7480 5.3465 -0.1536 -0.55 0.37 -0.30 0.11
H -3.5428 2.5664 2.2747 0.66 -0.07 -0.49 0.13
H -0.4150 -2.9505 0.0534 -1.79 -1.12 -0.05 0.07
H 1.5234 0.3357 -7.1376 -0.10 1.15 -0.56 0.10
H -3.6219 -5.6049 1.3575 0.68 0.08 -1.03 0.14
H 0.6918 -1.2196 -5.7687 0.94 0.09 0.14 0.07
H 0.4124 3.7720 -8.4022 -0.31 0.08 -0.27 0.12
H 0.1563 3.1969 0.0090 0.43 0.14 0.60 0.10
H -1.2125 -7.1309 2.0461 -0.50 0.64 0.25 0.12
H -0.2026 -5.4808 -3.3212 0.32 0.17 -0.98 0.09
H 3.0169 -3.2765 2.6979 -0.20 -0.61 0.31 0.06
H -3.2044 -4.5356 -0.0546 -0.20 0.69 0.15 0.08
H 7.6196 -0.2486 3.3119 0.59 -0.53 0.33 0.10
H -1.3657 3.1620 -8.2660 1.19 0.08 -0.78 0.14
H -2.4688 -3.6343 -2.3986 -0.30 1.03 -0.06 0.11
```
Forces are in eV/Å.